{
  "formula": "C39H52FN7OReSi2",
  "method": "ωB97M-V/def2-TZVPD",
  "lumo_energy_ev": [-6.1310, -5.7281],
  "gap_ev": [6.7, 7.7],
  "multiplicity": 2,
  "charge": 2,
  "species": ["Re", "Si", "Si", "F", "O", "N", "N", "N", "N", "N", "N", "N", "C", "C", "C", "C", "C", "C", "C", "C", "C", "C", "C", "C", "C", "C", "C", "C", "C", "C", "C", "C", "C", "C", "C", "C", "C", "C", "C", "C", "C", "C", "C", "C", "C", "C", "C", "C", "C", "C", "C", "H", "H", "H", "H", "H", "H", "H", "H", "H", "H", "H", "H", "H", "H", "H", "H", "H", "H", "H", "H", "H", "H", "H", "H", "H", "H", "H", "H", "H", "H", "H", "H", "H", "H", "H", "H", "H", "H", "H", "H", "H", "H", "H", "H", "H", "H", "H", "H", "H", "H", "H", "H"],
  "positions_angstrom": [[-0.897606, -0.310710, -0.019967], [1.785260, 2.037658, -0.048747], [-3.179350, -2.819154, -0.193959], [-2.168534, 1.465998, 0.771406], [0.480110, 0.996976, -0.073351], [-2.709687, -1.045486, -0.125980], [-1.023002, -0.771078, 3.468610], [1.052099, -1.527973, 3.589529], [0.691488, -2.280551, -3.442383], [-0.677943, -0.569011, -3.179200], [0.037894, -1.355355, 1.433560], [0.071377, -1.606657, -1.209867], [1.336063, 4.851494, 0.188233], [0.705173, -1.209344, 4.980743], [1.161621, 3.594371, 0.761349], [0.881003, 5.997218, 0.825422], [0.045567, -1.512210, -2.532903], [5.321332, 0.161161, 2.358945], [3.151413, 1.265175, 0.969869], [-4.349708, 2.282351, 0.309052], [0.029446, -1.205345, 2.765291], [1.858405, 1.801596, -2.922478], [-2.291280, -3.751738, 1.172423], [0.696286, -2.727050, -0.494035], [1.808187, -3.198634, -3.271001], [2.449271, 2.303836, -1.769026], [-3.719928, -0.047979, -0.200975], [-1.627357, 0.381232, -2.653701], [1.091534, -2.236485, 0.884915], [-2.768739, -3.435402, -1.919665], [0.511678, -1.745078, -4.793594], [4.625095, 1.232882, 2.893874], [0.043553, 4.656312, 2.631650], [-4.993275, -3.121718, 0.173408], [3.652216, 3.001568, -1.902312], [4.951466, -0.356190, 1.122844], [2.432309, 1.992012, -4.170167], [-4.967439, -0.201116, -0.811063], [0.503931, 3.519612, 1.991568], [3.621947, 2.692991, -4.282368], [-2.344027, -0.386509, 3.012142], [2.481254, -1.539345, 3.279974], [-3.467531, 1.232446, 0.298447], [0.238686, 5.901226, 2.047716], [3.885539, 0.200528, 0.436244], [4.229710, 3.201368, -3.143823], [-0.619833, -0.743652, -4.625057], [-5.597664, 2.066743, -0.258925], [3.549008, 1.777079, 2.205491], [-5.887291, 0.836337, -0.830530], [-0.758191, -0.783519, 4.903941], [1.595837, -3.091802, -0.972388], [2.033978, -1.688909, 0.805320], [-1.428511, -1.496824, 5.387777], [-1.920767, -2.924671, -2.379821], [5.155758, 3.752649, -3.225783], [-1.573058, -1.129091, -4.998318], [3.007240, -1.407803, 4.221655], [-3.001274, -0.389186, 3.879329], [2.650571, -2.724309, -2.765304], [-2.401852, -4.820577, 0.987861], [-1.231551, 0.970168, -1.808153], [0.346801, 2.552401, 2.460441], [3.030622, 2.628175, 2.630173], [-0.414470, 0.211821, -5.109514], [-6.324188, 2.864760, -0.276922], [-4.055544, 3.233782, 0.727252], [-0.014892, -3.557135, -0.436682], [-5.219297, -1.131522, -1.287795], [4.073360, 2.848736, -5.251894], [4.150875, 3.394024, -1.023328], [2.805881, -2.485173, 2.853874], [6.165990, -0.256752, 2.889530], [-2.737555, -1.093450, 2.289848], [-2.603066, -0.049689, -2.438403], [-0.461212, 4.580784, 3.585275], [2.136302, -3.481712, -4.267855], [0.862146, -2.079436, 5.617688], [-0.110911, 6.794167, 2.547220], [-5.055435, -4.163935, 0.495306], [1.948843, 1.610403, -5.060709], [-2.346562, 0.622659, 2.594662], [-3.631806, -3.299091, -2.573189], [-6.844579, 0.677756, -1.305943], [1.510972, -4.108954, -2.755890], [1.346964, -0.400534, 5.334886], [1.440688, -1.271306, -5.124571], [0.923361, 1.265893, -2.851007], [4.928324, 1.657161, 3.841485], [1.830839, 4.943163, -0.770887], [-1.768596, 1.156068, -3.411356], [-5.382506, -2.514950, 0.990512], [0.261686, -2.549954, -5.483498], [-5.657485, -3.017163, -0.679928], [-2.547221, -4.502077, -1.906421], [1.027624, 6.964951, 0.366085], [5.512755, -1.173005, 0.689094], [-1.238108, -3.541058, 1.308141], [3.637775, -0.181190, -0.549144], [2.751002, -0.716006, 2.620917], [-2.797419, -3.547658, 2.117626], [-0.936216, 0.203511, 5.333232], [1.236332, -3.100987, 1.537986]],
  "forces_ev_per_angstrom": [[0.53, 0.41, 0.02], [-0.02, 0.27, 0.23], [-0.05, -0.07, 0.01], [-0.14, -0.08, 0.00], [-0.43, -0.53, -0.43], [0.11, -0.26, -0.18], [0.06, 0.15, 0.02], [-0.21, -0.03, 0.02], [-0.25, 0.07, 0.17], [0.09, 0.12, -0.02], [-0.14, -0.07, -0.46], [0.03, -0.21, 0.31], [0.05, 0.03, -0.10], [-0.04, -0.04, 0.06], [0.08, -0.12, -0.12], [0.00, 0.06, -0.03], [0.24, -0.09, -0.30], [0.06, -0.01, -0.02], [-0.03, 0.05, -0.10], [0.09, -0.13, -0.03], [-0.03, 0.12, 0.35], [-0.16, 0.02, -0.04], [-0.09, 0.25, -0.12], [-0.06, 0.00, 0.06], [0.07, -0.04, 0.07], [0.01, -0.10, 0.17], [0.07, 0.36, 0.09], [-0.08, -0.02, -0.19], [0.00, -0.06, -0.09], [0.03, 0.17, 0.11], [0.01, 0.03, -0.09], [0.04, 0.00, 0.06], [-0.02, 0.04, 0.03], [0.24, -0.03, 0.01], [0.02, 0.03, 0.10], [0.06, -0.02, 0.02], [0.01, 0.01, -0.07], [0.06, 0.12, 0.04], [-0.07, -0.11, 0.05], [0.02, 0.01, -0.02], [-0.09, 0.03, 0.13], [0.07, 0.01, -0.06], [-0.02, -0.07, -0.12], [-0.03, 0.03, 0.03], [-0.03, -0.04, -0.03], [0.07, 0.04, -0.05], [-0.05, 0.02, -0.15], [0.00, -0.02, 0.00], [-0.06, 0.07, 0.05], [0.00, 0.02, 0.01], [0.00, 0.03, 0.09], [0.02, 0.02, -0.02], [-0.08, -0.04, -0.02], [0.03, 0.02, 0.00], [-0.07, -0.07, 0.07], [0.04, 0.01, 0.00], [0.03, 0.01, 0.01], [0.03, 0.02, -0.02], [0.00, -0.04, 0.02], [0.02, -0.03, -0.01], [-0.03, -0.08, -0.06], [0.02, 0.09, 0.18], [0.00, -0.06, 0.03], [-0.02, 0.02, -0.01], [-0.02, -0.04, -0.01], [-0.03, 0.03, 0.00], [0.01, 0.05, 0.02], [0.03, 0.06, -0.01], [0.00, -0.09, -0.04], [0.01, 0.01, -0.04], [0.03, 0.01, 0.04], [0.01, 0.01, 0.02], [0.03, -0.01, 0.01], [0.03, -0.01, 0.00], [0.02, 0.01, 0.04], [-0.01, -0.01, 0.04], [0.01, -0.02, 0.01], [-0.01, 0.04, 0.00], [-0.01, 0.02, 0.01], [-0.01, -0.05, 0.02], [-0.01, -0.02, -0.03], [0.00, -0.25, 0.26], [-0.03, 0.03, -0.04], [-0.03, 0.00, -0.01], [0.02, 0.00, 0.01], [-0.02, -0.01, -0.02], [-0.05, 0.00, 0.01], [-0.10, -0.09, 0.02], [0.01, 0.01, 0.03], [0.03, 0.01, -0.03], [0.02, -0.01, 0.04], [0.00, 0.07, 0.04], [0.02, 0.04, 0.00], [-0.04, 0.00, -0.05], [0.00, -0.09, 0.02], [0.01, 0.02, -0.01], [0.02, -0.02, -0.02], [0.12, 0.03, 0.01], [-0.02, -0.01, -0.06], [-0.02, -0.05, 0.03], [-0.01, 0.02, 0.07], [0.01, -0.04, 0.01], [0.00, 0.07, -0.05]],
  "mulliken_spin": [0.7961, -0.0302, -0.0080, 0.0171, 0.0576, 0.0452, 0.0099, 0.0089, 0.0174, 0.0082, -0.0094, -0.0135, -0.0006, -0.0003, 0.0027, -0.0003, 0.0318, 0.0018, -0.0077, 0.0094, 0.0090, 0.0043, 0.0053, 0.0145, 0.0006, 0.0013, 0.0135, 0.0186, -0.0050, 0.0011, -0.0014, -0.0009, -0.0019, 0.0055, -0.0025, 0.0014, 0.0022, -0.0088, 0.0003, 0.0009, 0.0050, 0.0054, -0.0100, 0.0001, 0.0044, 0.0001, -0.0001, -0.0095, 0.0021, 0.0071, -0.0016, -0.0002, 0.0023, 0.0003, 0.0008, -0.0001, 0.0007, -0.0003, 0.0001, -0.0002, -0.0001, 0.0013, 0.0015, 0.0005, 0.0000, -0.0003, 0.0003, 0.0012, -0.0010, 0.0000, 0.0000, 0.0006, 0.0000, -0.0020, 0.0038, 0.0000, -0.0005, 0.0004, 0.0000, 0.0012, 0.0001, -0.0015, 0.0001, 0.0002, 0.0006, 0.0000, 0.0005, -0.0003, -0.0002, -0.0003, 0.0003, -0.0009, 0.0004, 0.0006, 0.0000, -0.0001, -0.0001, -0.0033, 0.0008, -0.0024, 0.0007, 0.0003, -0.0031]
}